Formula: C3H4ClN
Source: the OMol25 dataset
Level of theory: the ωB97M-V functional and the def2-TZVPD basis

HOMO level (spin up / spin down)	-9.00 / -8.44	eV
multiplicity	1
maximum force	3.45	eV/A
E	-631.4863	a.u.
gap between HOMO and LUMO (spin up / spin down)	8.65 / 7.26	eV
molar mass	89.52	g mol⁻¹
energy above the lowest of the compared OMol25 structures with the same formula, charge and spin	397.3	kJ/mol

Each line ends with the natural charge from an NBO analysis.
Element x y z (Å)
C 0.79 0.85 0.61  0.21
C 1.27 -0.48 0.61  -0.49
C -1.41 -0.26 -0.85  -0.46
N 0.23 1.91 0.60  -0.37
Cl -1.72 1.32 -0.54  0.23
H 1.86 -0.79 -0.26  0.23
H 1.06 -1.17 1.51  0.24
H -1.34 -0.92 0.05  0.21
H -0.74 -0.46 -1.72  0.20